Record 1
Molecular formula: CH6N2O2S
Method: DFT, wB97M-V/def2-TZVPD

Each atom is followed by the atoms it is bonded to, with distances in Å.
Cartesian coordinates (Å):
1 N -0.873 0.621 0.826  H5 1.032, H6 1.012, C9 1.412
2 O 1.883 1.233 -0.420  H3 1.002, S4 1.672
3 H 2.667 1.504 -0.984  O2 1.002
4 S 1.368 -0.357 -0.466  O2 1.672, C9 1.894, O12 1.492
5 H -0.652 0.073 1.672  N1 1.032
6 H -0.887 1.605 1.058  N1 1.012
7 H -1.979 -1.298 -0.814  N11 1.026
8 H -0.853 -1.929 0.258  N11 1.030
9 C -0.498 -0.049 -0.359  N1 1.412, S4 1.894, H10 1.180, N11 1.384
10 H -0.852 0.791 -1.108  C9 1.180
11 N -0.983 -1.328 -0.569  H7 1.026, H8 1.030, C9 1.384
12 O 1.659 -0.865 0.907  S4 1.492

Values from the calculation:
- calculated total energy (hartree) = -699.83221
- orbital gap (eV) = 9.33
- energy above the lowest of the compared OMol25 structures with the same formula, charge and spin (eV) = 0.493

***

Record 2
Molecular formula: CH6N2O2S
Method: DFT, wB97M-V/def2-TZVPD

Each atom is followed by the atoms it is bonded to, with distances in Å.
Cartesian coordinates (Å):
1 N 1.505 -1.185 -0.362  H4 1.014, S8 1.765, H10 1.007
2 C -0.367 0.459 -0.497  O5 1.354, N7 1.519, S8 1.853, H12 1.091
3 H -0.324 2.266 -0.050  O5 0.980
4 H 0.848 -1.593 0.295  N1 1.014
5 O -0.937 1.686 -0.547  C2 1.354, H3 0.980
6 H 0.191 0.128 1.512  N7 1.026
7 N -0.589 -0.115 0.893  C2 1.519, H6 1.026, H9 1.011
8 S 1.474 0.549 -0.687  N1 1.765, C2 1.853, O11 1.446
9 H -1.289 0.442 1.362  N7 1.011
10 H 1.465 -1.624 -1.268  N1 1.007
11 O 1.798 1.426 0.416  S8 1.446
12 H -0.900 -0.304 -1.066  C2 1.091

Values from the calculation:
- calculated total energy (hartree) = -699.82095
- orbital gap (eV) = 10.16
- energy above the lowest of the compared OMol25 structures with the same formula, charge and spin (eV) = 0.799

***

Record 3
Molecular formula: CH6N2O2S
Method: DFT, wB97M-V/def2-TZVPD

Each atom is followed by the atoms it is bonded to, with distances in Å.
Cartesian coordinates (Å):
1 H -0.625 -0.678 0.017  N4 1.071
2 C -2.430 0.237 0.384  H3 1.052, N4 1.254, H6 1.040
3 H -3.022 -0.625 0.488  C2 1.052
4 N -1.194 0.216 0.171  H1 1.071, C2 1.254
5 H 0.180 0.918 -0.088  N9 1.096
6 H -2.817 1.144 0.714  C2 1.040
7 H 1.403 1.615 -1.300  N9 1.040
8 O 0.658 -1.813 -0.287  H10 0.967
9 N 1.201 1.205 -0.366  H5 1.096, H7 1.040, S11 1.541
10 H 1.255 -2.333 0.268  O8 0.967
11 S 2.045 0.113 0.320  N9 1.541, O12 1.454
12 O 3.346 0.001 -0.320  S11 1.454

Values from the calculation:
- calculated total energy (hartree) = -699.75276
- orbital gap (alpha / beta) (eV) = 8.64 / 8.63
- energy above the lowest of the compared OMol25 structures with the same formula, charge and spin (eV) = 2.655

***

Record 4
Molecular formula: CH6N2OP
Method: DFT, wB97M-V/def2-TZVPD

Each atom is followed by the atoms it is bonded to, with distances in Å.
Cartesian coordinates (Å):
1 O 2.279 -0.442 0.075  P7 1.672, H9 0.951
2 H -1.094 -1.865 -0.514  N3 1.055
3 N -0.195 -1.316 -0.464  H2 1.055, H6 1.003, C11 1.282
4 N -1.510 1.084 -0.294  H5 1.065, H10 1.010, C11 1.767
5 H -1.208 1.921 0.290  N4 1.065
6 H 0.683 -1.787 -0.342  N3 1.003
7 P 1.337 0.883 -0.311  O1 1.672, H8 1.507, C11 1.806
8 H 0.966 1.495 1.016  P7 1.507
9 H 3.219 -0.474 -0.066  O1 0.951
10 H -2.485 0.878 -0.128  N4 1.010
11 C -0.185 -0.075 -0.143  N3 1.282, N4 1.767, P7 1.806

Values from the calculation:
- total charge = +1
- calculated total energy (hartree) = -567.48429
- orbital gap (eV) = 9.58
- energy above the lowest of the compared OMol25 structures with the same formula, charge and spin (eV) = 2.004

***

Record 5
Molecular formula: CH6N2S
Method: DFT, wB97M-V/def2-TZVPD

Each atom is followed by the atoms it is bonded to, with distances in Å.
Cartesian coordinates (Å):
1 H -0.717 -1.620 0.235  C5 1.076
2 N -0.354 -0.478 -1.421  H3 1.027, C5 1.319, H8 1.016
3 H -1.187 0.092 -1.231  N2 1.027
4 N 1.333 -1.249 -0.055  C5 1.326, H7 1.024, H10 1.010
5 C 0.048 -1.156 -0.363  H1 1.076, N2 1.319, N4 1.326
6 H -0.654 2.549 1.287  S9 1.338
7 H 1.800 -0.338 -0.035  N4 1.024
8 H 0.375 0.092 -1.840  N2 1.016
9 S -0.502 1.292 0.854  H6 1.338
10 H 1.536 -1.788 0.775  N4 1.010

Values from the calculation:
- calculated total energy (hartree) = -549.33927
- orbital gap (eV) = 6.86
- energy above the lowest of the compared OMol25 structures with the same formula, charge and spin (eV) = 1.304

***

Record 6
Molecular formula: CH6N2S
Method: DFT, wB97M-V/def2-TZVPD

Each atom is followed by the atoms it is bonded to, with distances in Å.
Cartesian coordinates (Å):
1 H -0.437 -0.613 -1.425  N10 0.972
2 N 2.082 0.639 0.056  S6 2.179, H8 0.995, H9 1.000
3 H -0.729 0.748 0.447  C7 1.099
4 H -1.447 -0.675 1.428  C7 1.111
5 H -2.273 0.031 -0.067  C7 1.057
6 S 1.084 -1.297 -0.033  N2 2.179, N10 1.622
7 C -1.371 -0.143 0.456  H3 1.099, H4 1.111, H5 1.057, N10 1.523
8 H 1.568 0.790 -0.782  N2 0.995
9 H 3.015 0.387 -0.198  N2 1.000
10 N -0.412 -0.861 -0.485  H1 0.972, S6 1.622, C7 1.523

Values from the calculation:
- calculated total energy (hartree) = -549.30300
- orbital gap (eV) = 9.24
- SMILES = CNSN
- energy above the lowest of the compared OMol25 structures with the same formula, charge and spin (eV) = 2.291

***

Record 7
Molecular formula: CH6N2S
Method: DFT, wB97M-V/def2-TZVPD

Each atom is followed by the atoms it is bonded to, with distances in Å.
Cartesian coordinates (Å):
1 H 3.490 0.091 0.394  N5 1.036
2 H 1.531 0.041 2.446  C3 1.075
3 C 2.096 0.369 1.592  H2 1.075, N5 1.534, N10 1.305
4 H -6.049 -1.066 -2.626  S7 1.279
5 N 3.542 -0.110 1.409  H1 1.036, C3 1.534, H6 1.013
6 H 3.615 -0.285 2.404  N5 1.013
7 S -6.144 -1.890 -3.600  H4 1.279, H8 1.248
8 H -5.977 -0.961 -4.417  S7 1.248
9 H 2.188 2.349 1.406  N10 1.090
10 N 1.708 1.462 0.992  C3 1.305, H9 1.090

Values from the calculation:
- calculated total energy (hartree) = -549.22101
- orbital gap (eV) = 8.66
- SMILES = [H]/N=C\N.S
- energy above the lowest of the compared OMol25 structures with the same formula, charge and spin (eV) = 4.522

***

Record 8
Molecular formula: CH6N2S2
Method: DFT, wB97M-V/def2-TZVPD

Each atom is followed by the atoms it is bonded to, with distances in Å.
Cartesian coordinates (Å):
1 N 0.708 -0.937 1.317  H3 1.007, C5 1.354, H9 1.000
2 H -0.420 1.502 0.443  S10 1.343
3 H 0.382 -0.237 1.964  N1 1.007
4 H -0.121 1.398 -2.353  S6 1.341
5 C -0.077 -1.334 0.289  N1 1.354, H8 1.096, N11 1.272
6 S 0.685 2.295 -1.766  H4 1.341, S10 2.048
7 H -1.559 -1.266 -0.841  N11 1.015
8 H 0.334 -2.207 -0.230  C5 1.096
9 H 1.685 -1.152 1.312  N1 1.000
10 S -0.437 2.727 -0.107  H2 1.343, S6 2.048
11 N -1.181 -0.788 -0.029  C5 1.272, H7 1.015

Values from the calculation:
- calculated total energy (hartree) = -947.57141
- orbital gap (eV) = 9.33
- SMILES = [H]/N=C/N.SS
- energy above the lowest of the compared OMol25 structures with the same formula, charge and spin (eV) = 0.177

***

Record 9
Molecular formula: CH6N3
Method: DFT, wB97M-V/def2-TZVPD

Each atom is followed by the atoms it is bonded to, with distances in Å.
Cartesian coordinates (Å):
1 C 0.692 0.771 0.634  N3 1.429, H5 1.112, H8 1.124, N9 1.441
2 H -0.476 -0.527 -1.327  N7 0.984
3 N -0.426 -0.120 0.607  C1 1.429, N7 1.451, N9 1.384
4 H -0.949 -1.861 -0.500  N7 1.001
5 H 1.385 0.801 -0.236  C1 1.112
6 H 0.554 -1.414 -0.485  N7 0.983
7 N -0.359 -1.051 -0.503  H2 0.984, N3 1.451, H4 1.001, H6 0.983
8 H 0.987 0.988 1.697  C1 1.124
9 N -0.630 1.204 0.261  C1 1.441, N3 1.384, H10 1.064
10 H -1.052 1.870 0.976  N9 1.064

Values from the calculation:
- total charge = +1
- calculated total energy (hartree) = -205.57912
- orbital gap (eV) = 11.65
- SMILES = [NH3+]N1CN1
- energy above the lowest of the compared OMol25 structures with the same formula, charge and spin (eV) = 4.852

***

Record 10
Molecular formula: CH6N3
Method: DFT, wB97M-V/def2-TZVPD

Each atom is followed by the atoms it is bonded to, with distances in Å.
Cartesian coordinates (Å):
1 H 1.016 1.984 1.426  N3 1.013
2 H 0.103 -0.071 -1.440  N5 1.013
3 N 0.658 1.659 0.536  H1 1.013, C4 1.324, H10 1.012
4 C 0.071 0.473 0.480  N3 1.324, N5 1.315, H8 1.022
5 N -0.240 -0.322 -0.520  H2 1.013, C4 1.315, N7 1.530
6 H -1.484 -1.759 -1.044  N7 0.998
7 N -0.892 -1.678 -0.244  N5 1.530, H6 0.998, H9 1.032
8 H -0.189 0.240 1.440  C4 1.022
9 H -0.118 -2.360 -0.261  N7 1.032
10 H 1.073 1.980 -0.330  N3 1.012

Values from the calculation:
- total charge = +1
- calculated total energy (hartree) = -205.67945
- orbital gap (eV) = 11.93
- SMILES = NNC=[NH2+]
- energy above the lowest of the compared OMol25 structures with the same formula, charge and spin (eV) = 2.122

***

Record 11
Molecular formula: CH6N3O
Method: DFT, wB97M-V/def2-TZVPD

Each atom is followed by the atoms it is bonded to, with distances in Å.
Cartesian coordinates (Å):
1 N 0.644 -0.060 -0.258  N4 1.316, C6 1.254, N9 1.595
2 H 0.055 1.912 -0.290  C6 1.142
3 H 0.857 0.170 -2.331  N4 1.004
4 N 0.823 -0.412 -1.513  N1 1.316, H3 1.004, H5 0.964
5 H 0.981 -1.349 -1.672  N4 0.964
6 C 0.378 1.012 0.335  N1 1.254, H2 1.142, H7 1.160
7 H 0.474 0.951 1.489  C6 1.160
8 H -1.705 -0.898 0.682  no bonds
9 N 0.805 -1.183 0.864  N1 1.595, O10 1.147
10 O 0.679 -2.249 0.458  N9 1.147
11 H -2.559 -0.884 0.539  no bonds

Values from the calculation:
- total charge = +1
- calculated total energy (hartree) = -280.73358
- orbital gap (eV) = 9.15
- energy above the lowest of the compared OMol25 structures with the same formula, charge and spin (eV) = 5.437

***

Record 12
Molecular formula: CH6N3O
Method: DFT, wB97M-V/def2-TZVPD

Each atom is followed by the atoms it is bonded to, with distances in Å.
Cartesian coordinates (Å):
1 H -0.958 1.035 1.435  C8 1.035
2 H -0.535 1.985 0.132  C8 1.038
3 N 0.059 -0.241 -0.344  N4 1.338, N9 1.268
4 N 1.253 -0.813 -0.146  N3 1.338, H5 1.060, H7 0.929
5 H 1.400 -1.860 -0.210  N4 1.060
6 H -1.906 -0.416 -0.747  N9 1.029
7 H 1.948 -0.205 -0.042  N4 0.929
8 C -0.151 1.436 0.925  H1 1.035, H2 1.038, H10 1.101
9 N -0.949 -0.752 -0.919  N3 1.268, H6 1.029, O11 1.195
10 H 0.750 1.542 1.548  C8 1.101
11 O -0.912 -1.710 -1.632  N9 1.195

Values from the calculation:
- total charge = +1
- calculated total energy (hartree) = -280.70960
- orbital gap (eV) = 8.04
- energy above the lowest of the compared OMol25 structures with the same formula, charge and spin (eV) = 6.089